(1)
Below is a cluster of 9 separate species, C28H70F18N6O5P3 in total, with properties calculated with ωB97M-V/def2-TZVPD.

Geometry as XYZ:
```
130
Properties=species:S:1:pos:R:3:lowdin_charge:R:1
C 2.28 -4.43 0.85 0.025
C 1.10 -4.37 1.73 -0.344
O 1.09 -3.65 2.71 0.150
N -0.03 -5.43 1.59 0.100
H 0.29 -6.38 1.73 0.180
H -0.62 -5.37 2.41 0.166
C -0.92 -5.26 0.35 0.056
H 3.25 -4.01 1.11 0.110
H 2.03 -4.17 -0.18 0.111
H 2.56 -5.47 0.68 0.107
H -1.34 -4.26 0.29 0.114
H -1.73 -5.98 0.48 0.110
H -0.27 -5.58 -0.47 0.112
C 1.23 4.75 -4.24 0.030
C -0.03 5.44 -3.84 -0.332
O -0.54 6.31 -4.57 0.160
N -0.75 5.14 -2.53 0.113
H -1.64 5.59 -2.67 0.176
H -0.88 4.14 -2.47 0.173
C -0.07 5.63 -1.25 0.050
H 1.66 4.31 -3.34 0.080
H 1.90 5.46 -4.73 0.110
H 1.08 3.91 -4.93 0.108
H -1.00 5.74 -0.69 0.105
H 0.38 6.61 -1.46 0.113
H 0.62 4.96 -0.73 0.103
C -2.93 -2.85 -4.54 0.040
C -1.98 -2.85 -5.75 -0.320
O -1.83 -3.79 -6.56 0.160
N -1.30 -1.53 -5.92 0.079
H -1.73 -0.86 -5.29 0.157
H -0.35 -1.50 -5.57 0.178
C -1.29 -0.99 -7.33 0.058
H -3.09 -1.92 -4.00 0.086
H -2.44 -3.58 -3.90 0.095
H -3.91 -3.18 -4.90 0.108
H -0.63 -0.17 -7.09 0.105
H -2.31 -0.62 -7.46 0.120
H -0.94 -1.69 -8.09 0.118
C 5.76 1.04 -3.78 0.022
C 6.82 0.54 -4.75 -0.330
O 7.74 1.23 -5.14 0.182
N 6.53 -0.91 -5.17 0.075
H 6.37 -1.59 -4.44 0.176
H 5.66 -0.97 -5.69 0.185
C 7.58 -1.56 -5.96 0.025
H 4.86 1.38 -4.30 0.104
H 6.22 1.86 -3.22 0.097
H 5.55 0.26 -3.05 0.091
H 7.21 -2.56 -6.15 0.123
H 8.52 -1.47 -5.41 0.122
H 7.59 -1.02 -6.91 0.118
C 5.49 1.80 4.92 0.040
N 5.22 0.65 3.88 -0.302
C 6.56 0.37 3.16 0.023
C 4.79 -0.66 4.67 0.043
C 4.04 1.14 2.96 -0.048
C 4.27 2.60 2.34 -0.202
O 5.59 2.71 1.81 -0.066
H 6.07 1.27 5.67 0.110
H 4.62 2.39 5.23 0.108
H 5.99 2.53 4.28 0.090
H 7.04 1.30 2.85 0.094
H 6.37 -0.22 2.26 0.105
H 7.13 -0.28 3.82 0.105
H 3.89 -0.41 5.24 0.100
H 5.62 -0.93 5.32 0.103
H 4.50 -1.39 3.92 0.100
H 3.06 1.08 3.45 0.134
H 4.19 0.57 2.05 0.122
H 4.01 3.33 3.11 0.109
H 3.59 2.77 1.51 0.125
H 5.61 3.34 1.08 0.106
C -8.10 -0.64 7.35 -0.097
C -7.56 -0.92 5.96 -0.246
C -6.22 -0.18 5.69 -0.161
C -5.73 0.01 4.18 -0.081
N -4.62 1.08 4.01 -0.159
C -4.02 1.00 2.55 -0.096
C -4.64 2.13 1.84 -0.166
C -4.76 3.22 2.89 -0.144
C -5.25 2.49 4.12 -0.082
C -3.45 1.01 5.06 -0.078
C -2.69 -0.39 5.17 -0.240
C -1.41 -0.39 5.93 -0.113
H -8.43 0.39 7.42 0.082
H -7.34 -0.79 8.12 0.078
H -8.93 -1.33 7.54 0.084
H -8.22 -0.49 5.21 0.103
H -7.54 -1.98 5.71 0.113
H -5.48 -0.83 6.16 0.092
H -6.02 0.74 6.24 0.105
H -6.53 0.28 3.49 0.130
H -5.40 -0.93 3.74 0.124
H -2.94 1.07 2.67 0.126
H -4.12 0.06 2.01 0.136
H -3.96 2.42 1.04 0.131
H -5.57 1.86 1.34 0.137
H -3.82 3.76 3.01 0.121
H -5.41 3.98 2.48 0.132
H -5.03 2.93 5.09 0.134
H -6.33 2.36 4.12 0.138
H -3.80 1.20 6.07 0.122
H -2.68 1.77 4.90 0.127
H -2.52 -0.81 4.18 0.100
H -3.37 -1.10 5.64 0.098
H -0.91 -1.36 5.97 0.090
H -1.66 -0.28 6.98 0.081
H -0.93 0.58 5.95 0.079
P 0.51 0.29 -1.69 0.188
F -0.32 1.38 -0.79 -0.200
F 0.93 -0.37 -0.24 -0.225
F -0.67 -0.80 -1.71 -0.161
F 1.59 -0.75 -2.34 -0.190
F 0.21 0.89 -3.15 -0.160
F 1.70 1.44 -1.52 -0.236
P 3.72 -5.32 -5.22 0.230
F 3.38 -6.60 -4.21 -0.208
F 3.01 -6.18 -6.41 -0.172
F 2.27 -4.55 -4.87 -0.221
F 4.23 -4.20 -6.29 -0.201
F 4.65 -4.52 -4.12 -0.219
F 5.08 -6.14 -5.59 -0.198
P -4.82 2.17 -4.39 0.076
F -3.65 2.59 -5.40 -0.170
F -5.95 2.77 -5.39 -0.156
F -4.99 0.70 -5.10 -0.195
F -5.97 1.73 -3.31 -0.200
F -3.67 1.68 -3.46 -0.170
F -4.86 3.52 -3.56 -0.173
```

## Properties
E ... -126116.5362 eV
Total charge ... +3

(2)
Below is a cluster of 11 separate species, C28H70F6O13P in total, with properties calculated with ωB97M-V/def2-TZVPD.

Geometry as XYZ:
```
118
Properties=species:S:1:pos:R:3:lowdin_charge:R:1
P 17.85 4.22 5.11 0.199
F 17.01 5.50 4.66 -0.128
F 19.15 5.19 5.45 -0.185
F 17.46 4.37 6.67 -0.156
F 18.80 2.94 5.52 -0.169
F 16.61 3.25 4.83 -0.125
F 18.44 4.11 3.60 -0.156
C 14.37 4.29 0.17 -0.177
C 15.33 3.59 1.10 -0.170
C 14.51 3.56 2.40 -0.185
O 13.18 3.30 1.94 -0.146
C 13.03 3.67 0.58 -0.213
H 14.58 4.10 -0.89 0.107
H 14.34 5.37 0.35 0.110
H 16.29 4.07 1.25 0.092
H 15.52 2.56 0.80 0.115
H 14.53 4.53 2.91 0.122
H 14.84 2.75 3.04 0.099
H 12.21 4.38 0.43 0.110
H 12.84 2.75 0.00 0.113
C 18.14 9.72 6.99 -0.148
C 18.14 8.20 7.19 -0.167
C 16.77 7.77 6.72 -0.198
O 15.91 8.86 7.09 -0.150
C 16.65 10.06 6.85 -0.207
H 18.68 10.06 6.10 0.096
H 18.54 10.20 7.88 0.099
H 18.20 7.98 8.26 0.089
H 18.93 7.67 6.65 0.098
H 16.39 6.85 7.15 0.109
H 16.67 7.67 5.64 0.111
H 16.28 10.85 7.51 0.110
H 16.41 10.37 5.83 0.112
C 18.38 0.45 9.80 -0.165
C 17.97 1.68 9.03 -0.152
C 17.51 1.06 7.71 -0.193
O 16.77 -0.07 8.14 -0.161
C 17.42 -0.64 9.28 -0.182
H 18.35 0.51 10.89 0.108
H 19.42 0.15 9.65 0.108
H 18.74 2.44 8.96 0.109
H 17.10 2.18 9.47 0.095
H 18.44 0.87 7.16 0.121
H 16.89 1.76 7.15 0.101
H 17.96 -1.54 8.96 0.114
H 16.69 -0.99 10.00 0.116
C 21.72 2.20 5.74 -0.182
O 21.51 3.17 4.74 -0.131
H 21.27 1.23 5.50 0.071
H 22.79 2.06 5.86 0.075
H 21.32 2.50 6.71 0.060
H 20.58 3.43 4.81 0.022
C 14.79 0.47 5.33 -0.162
O 14.31 -0.16 6.50 -0.137
H 15.74 0.04 4.98 0.080
H 14.03 0.37 4.56 0.077
H 14.93 1.54 5.51 0.056
H 15.02 -0.20 7.16 0.034
C 19.26 8.01 3.44 -0.137
O 20.42 8.53 2.79 -0.112
H 19.13 8.36 4.47 0.057
H 18.39 8.27 2.86 0.081
H 19.36 6.92 3.53 0.063
H 21.07 8.69 3.48 0.072
C 18.81 0.87 2.89 -0.163
O 17.80 1.70 2.35 -0.132
H 18.98 0.02 2.24 0.074
H 19.73 1.41 3.14 0.069
H 18.49 0.44 3.86 0.071
H 17.60 2.34 3.05 0.020
C 12.17 2.06 9.74 -0.119
O 13.10 3.07 10.05 -0.175
C 14.29 2.98 9.31 -0.211
C 15.01 4.30 9.28 -0.198
O 15.48 4.62 10.58 -0.174
C 16.16 5.83 10.59 -0.128
H 11.92 2.07 8.67 0.090
H 11.27 2.27 10.32 0.083
H 12.53 1.07 10.03 0.088
H 14.07 2.63 8.29 0.126
H 14.93 2.19 9.74 0.122
H 14.32 5.09 8.97 0.135
H 15.86 4.24 8.58 0.109
H 15.59 6.69 10.22 0.091
H 17.10 5.76 10.02 0.077
H 16.48 6.07 11.61 0.085
C 18.11 6.60 0.18 -0.108
O 19.41 6.70 0.71 -0.182
C 19.94 5.41 0.94 -0.198
C 21.31 5.48 1.61 -0.203
O 22.01 6.66 1.29 -0.181
C 23.27 6.67 1.88 -0.134
H 17.46 6.00 0.83 0.073
H 18.10 6.12 -0.81 0.088
H 17.73 7.62 0.11 0.089
H 20.08 4.88 -0.01 0.122
H 19.28 4.81 1.56 0.105
H 21.92 4.62 1.28 0.123
H 21.27 5.29 2.70 0.114
H 23.20 6.47 2.96 0.089
H 23.71 7.67 1.81 0.084
H 23.96 5.95 1.43 0.085
C 22.85 8.84 12.06 -0.134
O 22.42 8.09 10.96 -0.167
C 21.05 7.81 10.99 -0.219
C 20.61 7.15 9.71 -0.247
O 21.14 5.87 9.56 -0.157
C 20.59 5.19 8.45 -0.092
H 22.80 8.25 12.98 0.087
H 22.23 9.74 12.20 0.085
H 23.89 9.14 11.95 0.084
H 20.42 8.70 11.13 0.125
H 20.85 7.18 11.87 0.132
H 20.84 7.81 8.86 0.134
H 19.51 7.13 9.76 0.105
H 20.86 5.61 7.48 0.090
H 19.51 5.10 8.56 0.079
H 21.02 4.18 8.45 0.077
```

## Properties
Energy relative to the best compared isomer or geometry (same formula, charge and spin) ... 0.00 kcal/mol
E ... -82385.3100 eV
Total charge ... -1

Look up the E of the first one.
-126116.5362 eV

Which value of E does entry 2 give?
-82385.3100 eV